Entry from the Open Molecules 2025 dataset: a structure of composition C37H57AuBCl5N8 (ωB97M-V with the def2-TZVPD basis set).

Positions of all 109 atoms, in Å:
Au -0.237 -0.136 -0.179
Cl -1.612 1.455 -5.487
Cl 0.795 -0.116 -6.654
Cl -2.422 1.119 -2.600
Cl 1.522 -2.566 -1.992
Cl 2.291 -2.151 -4.875
N -1.500 2.046 0.154
N -3.402 4.102 -0.588
N 0.258 -1.323 2.473
N 2.186 -1.454 0.867
N 0.037 -0.045 2.037
N -0.958 -2.206 0.046
N 1.913 -0.380 0.054
N 0.003 -2.996 0.624
C 0.401 -5.595 0.700
C -0.952 0.341 -3.103
C -3.082 -2.606 -1.308
C -1.098 3.233 -0.625
C 2.082 2.066 -1.781
C -2.924 -2.535 -2.828
C 4.123 2.360 -0.382
C 0.147 -1.388 3.811
C -0.074 2.222 3.311
C 1.067 -1.174 -4.186
C 4.255 -3.813 2.102
C -1.384 -4.306 -0.486
C 4.100 -0.599 0.171
C -1.959 4.467 -0.400
C 4.189 -1.613 3.355
C -0.183 -0.424 -2.228
C 3.307 1.369 -1.224
C -0.558 -6.458 1.532
C -0.059 -0.102 4.265
C 0.389 -0.274 -5.005
C -0.250 -4.286 0.309
C 0.725 2.965 2.221
C 3.533 -1.555 0.983
C -1.807 -2.999 -0.623
C -3.677 -1.345 -0.712
C 1.531 -3.178 5.026
C 1.777 -5.562 1.332
C -0.090 0.719 3.146
C -0.671 0.448 -4.467
C 0.755 -1.281 -2.822
C -2.958 1.841 0.258
C -1.444 2.816 3.647
C -0.767 -3.698 4.090
C 3.061 0.133 -0.395
C 0.151 -2.625 4.670
C -3.787 3.104 0.462
C 4.370 -2.300 1.996
B 1.049 -2.302 1.553
H -3.772 -3.429 -1.097
H -4.851 2.890 0.370
H 5.391 -2.095 1.661
H 2.175 -2.404 5.441
H 4.272 -4.285 1.122
H 3.140 -1.625 3.656
H -2.273 -1.713 -3.125
H 1.416 -3.956 5.779
H -0.660 -6.077 2.547
H 0.487 2.342 4.241
H 5.111 -4.188 2.662
H -3.606 3.594 1.416
H -0.293 -2.279 5.609
H -3.146 1.160 1.088
H 3.932 1.051 -2.066
H -1.855 2.334 4.533
H 1.351 2.217 -0.986
H -3.791 -1.438 0.368
H 3.358 -4.123 2.630
H 1.615 1.511 -2.586
H 0.212 3.872 1.894
H 0.508 -6.099 -0.269
H -1.550 -6.514 1.088
H 5.046 1.919 -0.013
H -2.174 2.680 2.860
H 5.153 -0.415 0.055
H -0.158 -7.469 1.596
H 4.767 -2.131 4.120
H -0.126 0.213 5.292
H -1.875 -5.182 -0.873
H 2.156 -6.581 1.402
H -2.498 -3.458 -3.218
H -1.137 2.164 1.093
H -1.353 3.883 3.855
H 2.476 -4.984 0.734
H -1.081 2.988 -1.685
H -1.875 4.859 0.615
H 4.382 3.234 -0.978
H 4.519 -0.576 3.317
H -1.792 -3.338 3.998
H -0.429 -4.004 3.102
H -4.651 -1.132 -1.152
H -0.771 -4.575 4.736
H -3.018 -0.508 -0.923
H -4.001 4.930 -0.546
H 2.032 -3.618 4.167
H -1.704 5.253 -1.109
H -3.314 1.347 -0.641
H 1.587 -3.120 2.208
H 0.931 2.332 1.355
H 1.751 -5.155 2.341
H 1.692 3.284 2.605
H -3.526 3.690 -1.521
H 3.543 2.691 0.483
H 2.363 3.044 -2.170
H -3.895 -2.386 -3.300
H -0.081 3.498 -0.341

Atoms 1-6, force components in eV/Å:
Au 0.14 -0.43 0.23
Cl 0.01 -0.01 0.02
Cl -0.01 0.01 0.03
Cl 0.30 -0.04 -0.64
Cl 0.04 0.09 0.27
Cl -0.01 0.00 0.03

Its total charge is +2. As for the total energy: -118182.19576 eV. Its LUMO energy is -7.1 eV. For the energy above the lowest of the compared OMol25 structures with the same formula, charge and spin, the calculation gives 0.000 eV. The multiplicity is 1. Its frontier orbital gap is 6.40 eV.


Entry from the Open Molecules 2025 dataset: a structure of composition C37H57B2ClF4HgN9S3Se (ωB97M-V with the def2-TZVPD basis set).

Positions of all 115 atoms, in Å:
Hg 1.947 0.622 1.028
Se -0.306 1.217 1.991
Cl 3.660 -0.470 2.242
S 1.655 -2.448 -0.790
S 3.462 0.985 -1.503
S -1.233 2.751 -2.553
F 1.118 5.101 1.636
F 2.517 3.256 1.639
F 3.028 5.109 2.925
F 1.248 3.752 3.507
N -2.994 0.688 -3.036
N -1.618 -1.003 0.612
N -2.573 -0.383 3.975
N 2.921 2.850 -3.471
N -0.842 0.149 -3.252
N -2.015 -2.381 3.154
N 1.519 1.158 -3.395
N 1.258 -1.297 -3.224
N 2.526 -3.101 -3.315
C 4.060 -4.780 -4.232
C 3.875 3.910 -3.052
C 3.384 -4.261 -2.965
C -1.698 1.182 -2.918
C -3.902 -3.637 6.103
C 2.341 -2.637 -4.612
C -4.264 -2.398 6.599
C -1.906 -1.008 2.930
C -1.214 -3.406 2.505
C -3.128 -3.760 4.939
C -1.391 -0.421 1.734
C -0.080 -3.975 3.367
C -4.547 2.626 -3.202
C -2.791 1.043 4.094
C -1.892 1.699 5.139
C 4.477 -3.837 -1.977
C -2.907 -0.648 -3.414
C -2.735 -2.591 4.305
C -3.096 -1.329 4.818
C -5.411 0.350 -2.740
C -3.862 -1.212 5.967
C 1.200 1.925 -4.491
C 2.585 1.719 -2.767
C -2.215 3.184 5.309
C 3.479 4.416 -1.660
C 2.513 -5.378 -2.375
C 5.305 3.359 -3.065
C -1.613 -0.963 -3.544
C 3.795 5.075 -4.037
C 2.050 2.962 -4.547
C 1.015 -2.991 3.795
C 1.836 -2.262 -2.451
C -4.088 1.512 -0.987
C -1.820 4.021 4.091
C 1.578 -1.537 -4.545
C -4.241 1.302 -2.493
C 0.624 -1.979 4.875
B 1.970 4.313 2.432
B 0.642 0.049 -2.766
H -4.141 -0.244 6.362
H -4.866 -2.339 7.498
H 5.388 2.524 -2.376
H 5.567 3.015 -4.070
H 0.015 -2.443 5.658
H 2.092 3.764 -5.259
H 1.523 -1.565 5.334
H -3.820 0.572 -0.508
H -1.679 3.556 6.186
H -0.493 -4.456 4.261
H 3.591 3.639 -0.908
H -5.527 0.128 -3.804
H -4.690 2.460 -4.275
H 4.673 -4.007 -4.699
H 5.132 -4.688 -1.771
H -1.103 -0.596 -0.164
H -4.216 -4.534 6.623
H -0.806 -2.981 1.594
H -6.322 0.835 -2.390
H -2.848 -4.732 4.557
H -3.770 -1.268 -3.566
H 2.795 5.510 -4.052
H 0.073 -1.139 4.454
H 0.674 0.146 -1.580
H 5.071 -3.021 -2.394
H -0.778 3.843 3.819
H -1.166 -1.904 -3.816
H -2.011 1.178 6.095
H 0.392 -4.753 2.758
H -3.845 1.207 4.349
H 2.432 4.728 -1.651
H -3.731 3.325 -3.062
H -0.854 1.595 4.813
H 4.039 -3.494 -1.045
H -2.585 1.486 3.121
H 0.376 1.677 -5.137
H -1.891 -4.221 2.228
H -1.944 5.086 4.301
H -2.430 3.777 3.218
H -5.462 3.055 -2.785
H 1.991 -5.009 -1.496
H -5.287 -0.583 -2.187
H -3.301 2.231 -0.768
H 4.070 4.765 -5.049
H 4.498 5.841 -3.712
H 4.707 -5.614 -3.960
H 1.386 -2.454 2.919
H 1.850 -3.587 4.175
H 4.106 5.264 -1.377
H 1.231 -0.891 -5.333
H 2.757 -3.116 -5.479
H 3.139 -6.228 -2.093
H -5.027 1.876 -0.561
H -3.288 3.303 5.512
H 3.327 -5.142 -4.957
H 1.776 -5.711 -3.111
H 6.006 4.142 -2.764

Atoms 1-6, force components in eV/Å:
Hg -0.41 0.19 -0.49
Se -0.31 -0.14 -0.38
Cl 0.64 -0.35 0.15
S -0.04 -0.02 0.14
S -0.19 -0.01 0.57
S -0.04 0.02 0.27

Its total charge is -2. As for the total energy: -179491.92339 eV. Its LUMO energy (alpha / beta) is 3.8 / 3.8 eV. For the energy above the lowest of the compared OMol25 structures with the same formula, charge and spin, the calculation gives 0.413 eV. The multiplicity is 2. Its frontier orbital gap (alpha / beta) is 4.49 / 6.43 eV.


Entry from the Open Molecules 2025 dataset: a structure of composition C37H57BeBr4ClF10LiN5O14PS2 at a distorted geometry (ωB97M-V with the def2-TZVPD basis set).

Positions of all 133 atoms, in Å:
Br -3.546 -2.262 -1.836
Br -0.299 -3.162 3.626
Br -5.273 -2.199 -4.518
Br -3.255 0.194 -3.879
Cl -2.646 3.293 -6.031
S -1.135 2.592 5.428
S -2.983 1.175 2.210
P -0.977 0.710 5.051
F -6.255 1.547 0.937
F -4.899 4.707 1.696
F -4.256 1.998 -1.072
F -5.490 3.100 2.993
F 1.714 -2.363 3.474
F -6.231 2.688 -1.639
F -2.817 3.646 2.895
F -2.663 3.430 0.761
F -6.887 3.571 0.683
F -4.738 4.118 -1.048
O -0.327 2.433 10.159
O 5.214 -3.692 -4.820
O 4.272 -4.007 -1.563
O -2.427 4.360 -3.571
O 0.688 2.939 8.211
O -1.021 4.198 8.966
O -3.646 0.903 3.463
O 5.769 2.204 -0.654
O -3.625 0.343 1.222
O 3.109 -1.878 -3.482
O -0.209 4.106 -3.607
O 5.909 0.760 0.931
O 3.772 -1.040 2.039
O -4.194 -7.478 -5.484
N 1.701 -0.160 4.121
N -0.523 0.267 3.405
N 6.283 1.243 -0.116
N 1.101 1.526 2.428
N 3.085 0.048 4.056
C 1.939 3.687 3.490
C 3.330 2.486 1.910
C 2.103 2.582 2.637
C -4.867 3.349 1.832
C 4.516 -1.717 -3.630
C -4.882 -5.767 -3.858
C 1.251 1.600 -1.132
C -0.989 0.467 -0.380
C 0.354 0.333 -1.173
C -0.140 3.168 9.032
C -1.358 4.659 -3.098
C 5.275 -4.321 -6.085
C -5.214 2.890 -0.767
C -1.315 5.707 -1.962
C -6.149 -8.926 -5.120
C -0.219 2.123 2.076
C 3.514 -0.641 3.087
C -0.015 2.765 -3.091
C 5.051 -2.287 -4.929
C 7.452 0.610 -0.783
C -1.987 4.005 10.000
C 4.345 3.492 2.012
C 2.657 -3.192 -3.167
C -4.708 -8.592 -4.773
C 2.920 4.688 3.598
C -1.243 3.147 10.990
C -0.887 -0.141 1.079
C 0.553 2.888 -1.640
C 2.923 -3.584 -1.727
C -4.441 -1.151 -3.135
C 0.895 0.531 3.385
C -4.871 -6.249 -5.299
C 4.669 -3.959 -0.216
C -5.773 2.779 0.685
C 4.109 4.602 2.851
C -1.177 0.899 2.248
C -3.352 2.967 1.835
Be 7.351 -4.606 0.451
Li -4.229 2.682 -3.679
H -0.067 0.161 6.002
H 4.872 5.389 2.910
H 1.010 3.803 4.065
H -2.299 4.958 10.422
H -4.345 -5.515 -5.913
H -1.029 2.308 -3.086
H 2.754 5.557 4.246
H 4.680 -0.636 -3.647
H 0.113 0.136 -2.242
H 4.364 -2.043 -5.746
H 0.959 -0.542 -0.843
H 6.036 -1.850 -5.141
H 1.283 3.725 -1.659
H 5.253 3.372 1.410
H -0.281 3.236 -0.989
H -4.075 -9.441 -5.036
H -1.897 2.462 11.526
H -2.859 3.500 9.579
H 1.383 -0.883 4.761
H 6.119 -3.939 -6.669
H 4.340 -4.167 -6.636
H 5.410 -5.389 -5.925
H -6.249 -9.119 -6.190
H 3.493 1.610 1.260
H 8.292 0.669 -0.096
H 3.054 -3.927 -3.868
H -1.734 -0.147 -0.924
H -5.232 -0.626 -2.613
H -6.475 -9.812 -4.573
H 2.189 1.486 -1.716
H 2.275 -4.427 -1.452
H -5.382 -4.800 -3.785
H -5.403 -6.463 -3.198
H 1.574 -3.163 -3.311
H -5.889 -6.312 -5.698
H -3.860 -5.663 -3.482
H 7.663 1.150 -1.700
H 0.154 -0.523 1.140
H 5.721 -4.304 -0.150
H -6.830 -8.110 -4.871
H -0.916 6.681 -2.310
H 2.709 -2.731 -1.072
H -0.677 3.736 11.715
H 0.696 2.204 -3.720
H -1.523 -1.043 1.181
H -0.065 2.512 1.053
H 7.188 -0.424 -0.994
H 4.622 -2.928 0.156
H -4.590 -8.441 -3.695
H 5.053 -2.111 -2.764
H 4.041 -4.613 0.401
H 1.582 1.772 -0.084
H -2.308 5.828 -1.489
H -1.309 1.524 -0.391
H -0.635 5.385 -1.142
H -2.210 0.062 5.340
H -0.433 3.035 2.659

Atoms 1-6, force components in eV/Å:
Br -0.03 0.06 -0.11
Br 3.40 1.15 -0.28
Br 0.16 0.35 0.07
Br -0.04 0.05 -0.18
Cl -0.77 -0.94 0.08
S 0.15 -0.20 -0.29

Its total charge is +1. As for the total energy: -426820.29399 eV. Its LUMO energy is -7.5 eV. The multiplicity is 1. Its frontier orbital gap is 1.22 eV.


Entry from the Open Molecules 2025 dataset: a structure of composition C37H57Br2I2N4O9S at a distorted geometry (ωB97M-V with the def2-TZVPD basis set).

Positions of all 112 atoms, in Å:
I -2.382 2.286 -1.415
I -0.687 4.404 -3.687
Br 2.630 -1.195 -2.229
Br 4.212 -2.140 0.848
S -2.862 0.040 -1.131
O 3.806 0.467 1.532
O 1.875 -0.214 -9.933
O -4.094 -1.821 -1.203
O 5.221 -0.430 8.266
O 1.263 2.442 -4.154
O 1.185 0.183 -7.829
O 4.005 -1.379 6.627
O -3.320 -0.358 3.351
O -5.210 -2.949 -2.774
N 0.741 6.070 0.986
N -0.353 1.118 -1.293
N 1.525 0.520 3.407
N -0.560 -1.379 2.841
C 4.935 -0.298 4.762
C 0.597 3.063 0.005
C -1.000 -1.478 1.593
C 0.684 0.531 0.949
C -0.134 1.190 -2.740
C -1.643 -2.588 1.059
C -0.347 3.746 1.013
C 1.683 -0.657 1.009
C 2.654 1.923 -7.247
C 4.479 0.835 -1.619
C -0.696 -2.442 3.617
C 2.939 0.720 -1.962
C -0.792 -0.111 0.845
C -1.865 0.712 1.664
C 3.167 -0.456 1.152
C 1.048 1.308 2.258
C 1.351 1.238 -6.870
C -4.627 -0.842 3.615
C -5.828 -4.879 -1.587
C -4.795 -2.321 3.178
C -3.231 0.058 1.990
C 0.274 2.477 -3.477
C 0.721 1.494 -0.311
C -4.809 -2.756 -1.525
C -0.630 -1.420 -1.519
C 4.106 -1.492 5.198
C 2.160 1.630 -0.981
C -6.132 -4.065 -2.830
C 5.864 -0.095 5.952
C 2.680 1.750 -8.761
C 5.026 -0.614 7.103
C -5.389 -3.799 -0.603
C -0.425 5.275 0.588
C 1.905 0.462 -8.951
C -0.899 -0.102 -0.715
C -1.281 -3.604 3.143
C -1.799 -3.734 1.865
H 5.046 0.840 -2.564
H 1.586 3.465 0.273
H -0.080 -1.313 -2.453
H 0.247 1.946 2.643
H 3.107 -1.482 4.762
H 1.507 -1.329 1.866
H -3.596 -0.697 1.278
H -0.098 -2.179 -0.929
H -4.667 -2.443 2.096
H -3.987 0.871 1.924
H -4.068 -2.903 3.757
H 4.291 0.577 4.647
H -7.150 -3.672 -2.835
H -4.640 -4.162 0.097
H -6.671 -5.475 -1.245
H 2.827 1.847 -0.134
H -5.397 -0.272 3.063
H 0.492 1.912 -6.941
H 0.407 3.560 -0.965
H -3.046 -0.455 -2.374
H 2.155 2.557 -9.274
H 4.700 1.799 -1.143
H -1.556 -1.953 -1.789
H 0.137 3.829 1.995
H -5.797 -2.684 3.450
H 0.839 6.016 1.995
H -2.111 1.685 1.231
H 5.454 -0.458 3.818
H 0.802 0.439 4.112
H 3.693 1.653 -9.143
H 3.495 1.388 -6.802
H -2.056 -2.591 0.058
H 2.705 2.960 -6.918
H 1.580 5.650 0.595
H -2.286 -4.645 1.528
H -0.625 5.380 -0.488
H 1.431 -1.352 0.195
H -1.080 0.876 -3.221
H 2.930 1.113 -2.985
H -1.345 -4.466 3.813
H 2.262 1.057 3.855
H 6.119 0.952 6.097
H 1.385 0.815 -5.870
H 4.587 -2.443 4.957
H -5.969 -4.627 -3.745
H -1.484 0.965 2.663
H 2.179 2.588 -1.529
H -0.330 -2.415 4.646
H 1.870 1.991 1.990
H -4.874 -0.764 4.679
H -6.234 -3.365 -0.065
H -4.995 -5.558 -1.781
H 6.769 -0.699 5.872
H -1.289 5.717 1.110
H 0.571 0.413 -3.078
H 4.837 -0.031 -1.059
H -1.400 3.473 1.104

Atoms 1-6, force components in eV/Å:
I -5.28 3.24 -0.50
I -0.33 -0.33 0.36
Br -0.29 0.18 -0.19
Br -0.45 0.15 0.19
S 0.27 2.51 0.83
O -0.64 -0.07 -0.34

Its total charge is +1. As for the total energy: -230791.22656 eV. Its LUMO energy is -3.8 eV. For the energy above the lowest of the compared OMol25 structures with the same formula, charge and spin, the calculation gives 0.000 eV. The multiplicity is 1. Its frontier orbital gap is 7.20 eV.


Look up the total charge of the first one.
+2